A molecular structure, C49H44N11O2PPd. Source: OMol25; level of theory: ωB97M-V/def2-TZVPD.

```
! wB97M-V def2-TZVPD RIJCOSX def2/J DEFGRID3
* xyz 0 1
Pd 0.1950 -0.0980 -0.7746
C 5.0686 0.9290 1.4878
N 4.2473 0.0323 0.6917
C 3.0305 0.3373 0.1653
N 2.4775 -0.7240 -0.3887
C 3.3555 -1.7575 -0.1994
C 4.4672 -1.3109 0.4677
C 5.6705 -2.0361 0.8980
C 5.5436 -3.2525 1.5676
C 6.6697 -3.9654 1.9478
C 7.9365 -3.4695 1.6733
C 8.0730 -2.2592 1.0085
C 6.9474 -1.5500 0.6177
C 3.0504 -3.1319 -0.6396
C 1.9541 -3.7968 -0.0917
C 1.6647 -5.0987 -0.4775
C 2.4614 -5.7428 -1.4159
C 3.5547 -5.0846 -1.9637
C 3.8497 -3.7856 -1.5745
P 2.3135 2.0136 0.2252
C 0.9022 1.8205 -0.9822
N -0.3861 1.9997 -0.5577
C -1.0616 2.5443 -1.6507
C -0.2101 2.7698 -2.6860
N 1.0658 2.3999 -2.2554
C 2.1229 1.9223 -3.1193
C -0.4630 3.3053 -4.0284
C -1.5323 2.8246 -4.7851
C -1.7910 3.3369 -6.0464
C -0.9769 4.3272 -6.5798
C 0.0938 4.8082 -5.8387
C 0.3456 4.3048 -4.5718
C -2.4953 2.8472 -1.5312
C -3.0466 4.0290 -2.0228
C -4.4004 4.2915 -1.8710
C -5.2217 3.3823 -1.2182
C -4.6805 2.2026 -0.7236
C -3.3289 1.9378 -0.8797
C 1.2413 1.7751 1.6790
N 0.7148 0.6133 2.0027
C -0.3704 0.9074 2.7811
C -0.4871 2.2648 2.9389
N 0.5673 2.8108 2.2537
C 0.6944 4.2169 1.9242
C -1.5587 3.0738 3.5446
C -1.3470 3.8326 4.6924
C -2.3774 4.5853 5.2365
C -3.6306 4.5823 4.6399
C -3.8489 3.8301 3.4939
C -2.8174 3.0829 2.9458
C -1.3744 -0.1107 3.1118
C -2.0642 -0.7457 1.9416
C -3.3806 -1.4664 2.1790
C -3.6280 -1.8255 3.6166
C -2.9000 -1.3204 4.6079
C -1.8085 -0.3785 4.3442
H 4.4263 1.5418 2.1173
H 5.6732 1.5780 0.8545
H 5.7212 0.3396 2.1265
H 4.5545 -3.6325 1.7900
H 6.5573 -4.9084 2.4668
H 8.8146 -4.0252 1.9752
H 9.0578 -1.8704 0.7836
H 7.0593 -0.6197 0.0739
H 1.3415 -3.2932 0.6481
H 0.8180 -5.6064 -0.0322
H 2.2389 -6.7604 -1.7120
H 4.1808 -5.5845 -2.6917
H 4.7053 -3.2704 -1.9944
H 2.1253 2.4731 -4.0565
H 2.0082 0.8538 -3.3311
H 3.0872 2.0721 -2.6279
H -2.1610 2.0473 -4.3690
H -2.6275 2.9572 -6.6193
H -1.1765 4.7230 -7.5672
H 0.7280 5.5854 -6.2461
H 1.1653 4.6970 -3.9814
H -2.4079 4.7512 -2.5163
H -4.8128 5.2162 -2.2550
H -6.2772 3.5910 -1.0982
H -5.3156 1.4821 -0.2222
H -2.8992 1.0107 -0.5221
H -0.1352 4.5247 1.2863
H 1.6292 4.3711 1.3897
H 0.6991 4.8218 2.8291
H -0.3726 3.8201 5.1671
H -2.2036 5.1689 6.1316
H -4.4351 5.1677 5.0661
H -4.8215 3.8315 3.0187
H -2.9747 2.5142 2.0361
H -2.0825 -0.0683 1.0905
H -4.2353 -0.8805 1.8095
H -4.4361 -2.5236 3.8018
H -3.1033 -1.5901 5.6367
H -1.3454 0.1231 5.1863
N 0.1186 -2.1498 -2.4180
N -0.7280 -3.1491 -1.9316
C -1.1539 -3.0635 -0.6283
N -1.7033 -4.2036 -0.1401
N -1.0164 -1.9469 0.0229
N -1.3609 -2.0163 1.3759
O -0.6785 -2.6976 2.1084
O -3.1427 -2.5840 1.3657
H -0.1293 -1.9249 -3.3695
H 1.0960 -2.4066 -2.3303
H -0.4936 -4.0948 -2.2026
H -2.0919 -4.8170 -0.8392
H -2.3093 -4.0596 0.6653
*
```

Values from the calculation:
calculated total energy: -84777.93089 eV
LUMO level: 0.55 eV
F_max: 0.20 eV Å⁻¹

These are the Löwdin partial charges, in e, on atoms 1 to 99: atom 1 (Pd): 0.561, atom 2 (C): -0.026, atom 3 (N): -0.051, atom 4 (C): -0.462, atom 5 (N): 0.100, atom 6 (C): -0.187, atom 7 (C): -0.118, atom 8 (C): -0.166, atom 9 (C): -0.017, atom 10 (C): -0.073, atom 11 (C): -0.089, atom 12 (C): -0.081, atom 13 (C): -0.043, atom 14 (C): -0.190, atom 15 (C): -0.039, atom 16 (C): -0.090, atom 17 (C): -0.092, atom 18 (C): -0.081, atom 19 (C): -0.031, atom 20 (P): 1.128, atom 21 (C): -0.603, atom 22 (N): 0.036, atom 23 (C): -0.211, atom 24 (C): -0.152, atom 25 (N): -0.102, atom 26 (C): -0.048, atom 27 (C): -0.175, atom 28 (C): -0.028, atom 29 (C): -0.080, atom 30 (C): -0.095, atom 31 (C): -0.086, atom 32 (C): -0.046, atom 33 (C): -0.167, atom 34 (C): -0.033, atom 35 (C): -0.085, atom 36 (C): -0.100, atom 37 (C): -0.088, atom 38 (C): -0.042, atom 39 (C): -0.482, atom 40 (N): 0.136, atom 41 (C): -0.197, atom 42 (C): -0.135, atom 43 (N): -0.057, atom 44 (C): -0.019, atom 45 (C): -0.169, atom 46 (C): -0.038, atom 47 (C): -0.085, atom 48 (C): -0.090, atom 49 (C): -0.071, atom 50 (C): -0.009, atom 51 (C): -0.125, atom 52 (C): -0.090, atom 53 (C): -0.343, atom 54 (C): -0.021, atom 55 (C): -0.067, atom 56 (C): 0.003, atom 57 (H): 0.077, atom 58 (H): 0.092, atom 59 (H): 0.092, atom 60 (H): 0.121, atom 61 (H): 0.105, atom 62 (H): 0.101, atom 63 (H): 0.103, atom 64 (H): 0.114, atom 65 (H): 0.104, atom 66 (H): 0.099, atom 67 (H): 0.099, atom 68 (H): 0.102, atom 69 (H): 0.119, atom 70 (H): 0.076, atom 71 (H): 0.084, atom 72 (H): 0.076, atom 73 (H): 0.121, atom 74 (H): 0.102, atom 75 (H): 0.098, atom 76 (H): 0.101, atom 77 (H): 0.117, atom 78 (H): 0.116, atom 79 (H): 0.100, atom 80 (H): 0.097, atom 81 (H): 0.099, atom 82 (H): 0.087, atom 83 (H): 0.100, atom 84 (H): 0.059, atom 85 (H): 0.087, atom 86 (H): 0.116, atom 87 (H): 0.101, atom 88 (H): 0.100, atom 89 (H): 0.103, atom 90 (H): 0.109, atom 91 (H): 0.114, atom 92 (H): 0.146, atom 93 (H): 0.111, atom 94 (H): 0.099, atom 95 (H): 0.120, atom 96 (N): 0.022, atom 97 (N): -0.019, atom 98 (C): -0.440, atom 99 (N): 0.185



A molecular structure, C6H8O2. Source: OMol25; level of theory: ωB97M-V/def2-TZVPD.

```
! wB97M-V def2-TZVPD RIJCOSX def2/J DEFGRID3
* xyz 0 1
C -0.3958 -0.7951 0.6077
C 0.1997 -0.6025 1.9581
C 0.7572 1.4070 -0.1595
C -0.2422 0.2969 -0.4733
O -1.4407 -1.4633 0.4634
C 0.1162 -0.3822 -1.7307
C 0.3175 -0.9262 -2.7805
O -1.5688 0.7667 -0.4998
H -2.1206 -0.3059 -0.2571
H -0.1501 0.3429 2.3743
H -0.0987 -1.4151 2.6162
H 1.2841 -0.5326 1.8795
H 1.7662 1.0109 -0.0485
H 0.7530 2.1072 -0.9930
H 0.4538 1.9328 0.7431
H 0.3693 -1.4415 -3.7000
*
```

Values from the calculation:
calculated total energy: -10443.09325 eV
LUMO level: 0.05 eV
F_max: 4.47 eV Å⁻¹
ΔE to the lowest compared entry with this formula, charge and spin: 83.8 kcal per mole

Charges in e, computed with Löwdin, in the same order as the atoms: atom 1 (C): -0.296, atom 2 (C): 0.012, atom 3 (C): -0.015, atom 4 (C): -0.585, atom 5 (O): 0.053, atom 6 (C): -0.054, atom 7 (C): 0.148, atom 8 (O): -0.084, atom 9 (H): 0.229, atom 10 (H): 0.107, atom 11 (H): 0.094, atom 12 (H): 0.092, atom 13 (H): 0.092, atom 14 (H): 0.095, atom 15 (H): 0.085, atom 16 (H): 0.026



2 unconnected molecules or ions with the total composition C4H11N3O2. Source: OMol25; level of theory: ωB97M-V/def2-TZVPD.

```
! wB97M-V def2-TZVPD RIJCOSX def2/J DEFGRID3
* xyz 0 1
H 0.7451 2.7055 2.2650
N 0.7010 1.9703 1.6250
C 0.1795 0.9369 2.1514
N -0.6580 0.7505 3.2870
N 0.4093 -0.3465 1.4938
C -0.4354 -1.5185 1.6412
H -1.4283 0.0401 3.2168
H -0.3278 0.8641 4.1669
H 0.7569 -0.2774 0.6102
H -1.4367 -1.2973 1.4664
H -0.4289 -1.6670 2.7531
H 0.0177 -2.3440 1.1139
C -0.4635 -0.8306 -3.7650
C 0.0882 -0.5030 -2.4970
O 0.7353 -1.0769 -1.6430
O -0.1745 0.8040 -2.3181
H -0.1478 -1.6599 -4.2063
H -0.1204 -0.0302 -4.2951
H -1.5197 -0.5401 -3.9249
H 0.0246 1.2597 -1.5001
*
```

Values from the calculation:
calculated total energy: -12890.39245 eV
LUMO level: 0.78 eV
F_max: 4.69 eV Å⁻¹
ΔE to the lowest compared entry with this formula, charge and spin: 56.2 kcal per mole

Charges in e, computed with Löwdin, in the same order as the atoms: atom 1 (H): 0.010, atom 2 (N): 0.108, atom 3 (C): -0.484, atom 4 (N): 0.103, atom 5 (N): -0.021, atom 6 (C): -0.109, atom 7 (H): 0.097, atom 8 (H): 0.035, atom 9 (H): 0.030, atom 10 (H): 0.048, atom 11 (H): 0.082, atom 12 (H): 0.086, atom 13 (C): 0.024, atom 14 (C): -0.560, atom 15 (O): 0.091, atom 16 (O): 0.083, atom 17 (H): 0.056, atom 18 (H): 0.073, atom 19 (H): 0.133, atom 20 (H): 0.115



Question: What is the formula in the first record?
Answer: C49H44N11O2PPd



Question: Which of these has the lowest LUMO level?
Answer: C6H8O2